Entry 1:
C5H16N3S | ωB97M-V/def2-TZVPD

Summary:
ΔE to the lowest compared entry with this formula, charge and spin, kJ/mol: 99.7
Gap between HOMO and LUMO, eV: 8.4
Spin multiplicity: 1
LUMO energy, eV: -3.04
Total charge: +1
HOMO energy, eV: -11.4547

Element x y z (Å)
H  1.58  -1.39  2.02
H  -0.96  -0.56  -1.83
H  2.15  -3.08  1.74
H  -2.98  1.30  -0.46
H  0.32  -1.65  -2.46
C  2.19  -2.05  1.42
N  -2.43  1.10  0.34
H  -1.24  -2.25  -2.26
H  -0.92  0.90  2.34
N  -0.61  2.13  -0.63
C  0.84  2.26  -0.62
S  1.75  -2.02  -0.38
H  -0.43  -2.82  0.10
C  -0.09  -1.90  -0.37
H  0.46  1.58  1.54
H  3.21  -1.67  1.48
H  -1.05  2.13  -1.53
C  -1.17  1.51  0.41
H  -0.46  -1.10  0.28
C  -0.54  -1.56  -1.79
H  1.19  3.15  -0.10
H  1.45  1.39  -0.34
H  -2.93  0.74  1.14
H  1.22  2.43  -1.63
N  -0.54  1.43  1.58

Entry 2:
C26H30MnN2P2 | ωB97M-V/def2-TZVPD

Summary:
Gap between HOMO and LUMO (alpha / beta), eV: 5.8 / 6.0
Spin multiplicity: 4
LUMO energy (alpha / beta), eV: -6.85 / -6.59
Total charge: +2
HOMO energy (alpha / beta), eV: -12.6077 / -12.5901

Element x y z (Å)
H  3.09  2.50  -2.89
H  -3.14  2.87  -0.46
H  -1.90  3.02  0.83
H  1.98  -2.82  1.60
H  -1.04  4.94  -4.13
C  2.78  0.45  -3.32
C  2.47  1.83  -3.51
H  1.37  4.49  -3.50
C  -2.14  -0.32  6.76
C  -1.24  1.68  -3.10
N  0.39  -0.03  -3.42
N  -0.54  0.38  2.42
H  -2.05  -0.24  -2.54
H  -0.86  -3.72  0.70
H  -2.71  3.12  -3.78
H  -0.24  -2.30  -2.53
C  -3.01  0.10  0.39
H  -2.79  0.23  4.75
H  1.44  -0.48  5.27
P  0.63  -2.18  -0.30
H  -1.20  -2.06  1.25
H  -3.92  0.70  0.31
C  -1.97  -0.06  5.41
C  -2.09  2.72  -0.21
C  1.87  -1.76  -2.68
H  2.95  -2.66  0.12
H  -3.21  1.13  -2.34
C  -0.69  3.93  -3.84
H  -1.72  -2.58  -0.38
H  1.92  -4.10  0.33
H  1.21  1.50  -0.09
H  -2.78  -0.03  1.46
C  0.08  1.28  -3.45
H  1.04  -0.96  7.68
C  1.65  -0.46  -3.23
C  3.14  -2.29  -2.79
H  3.27  -3.37  -2.75
H  -3.18  -0.89  -0.05
H  5.25  -1.88  -2.86
C  -2.15  0.81  -2.26
C  -0.67  -0.18  4.88
C  4.07  -0.07  -2.97
H  -1.48  3.35  -0.86
C  0.72  -2.55  -2.07
Mn  0.37  0.76  0.81
H  0.89  -3.64  -2.15
C  -0.94  -2.68  0.38
C  0.66  3.65  -3.64
C  -1.65  2.91  -3.61
H  4.91  0.61  -2.76
C  4.25  -1.45  -2.89
C  -1.07  -0.63  7.59
C  2.00  -3.02  0.52
C  0.20  -0.70  7.04
H  0.76  -0.62  -0.09
C  1.10  2.29  -3.63
P  -1.65  0.98  -0.44
H  -3.14  -0.27  7.16
C  -0.51  0.02  3.53
H  -1.24  -0.81  8.67
C  0.44  -0.47  5.70

Entry 3:
C47H46MnN4OP2S | ωB97M-V/def2-TZVPD

Summary:
ΔE to the lowest compared entry with this formula, charge and spin, kJ/mol: 19.5
Gap between HOMO and LUMO (alpha / beta), eV: 7.6 / 7.7
Spin multiplicity: 2
LUMO energy (alpha / beta), eV: -5.02 / -4.99
Total charge: +2
HOMO energy (alpha / beta), eV: -12.6583 / -12.6685

Element x y z (Å)
C  2.15  -2.71  1.95
C  -3.09  0.61  -4.80
H  -4.72  -1.34  -1.29
C  2.68  -0.26  0.11
H  -4.65  -2.53  -0.01
C  -4.14  -1.65  -0.41
C  -0.99  2.32  -2.14
H  -2.88  1.88  1.54
H  0.98  0.61  4.51
H  2.06  4.70  0.07
C  -2.56  -0.85  -2.99
H  -2.28  2.60  -4.58
C  0.36  2.48  2.01
O  -1.48  -1.48  1.51
H  -3.73  0.68  -0.96
H  1.55  6.18  1.98
H  0.27  5.29  3.91
S  -0.45  -2.53  1.89
C  -0.09  0.53  4.69
H  3.50  -2.17  -1.94
H  1.31  2.38  0.07
C  3.28  -2.55  1.26
H  -3.75  -1.43  -4.67
C  -0.99  0.56  3.63
C  2.45  0.28  1.58
C  0.24  -4.73  -2.00
H  -3.07  0.45  3.10
H  4.66  -1.32  0.14
C  -2.37  1.61  -4.16
C  3.07  -1.58  -2.74
H  0.41  0.38  -3.44
H  0.35  -5.25  -2.94
C  -0.01  -3.31  0.34
C  0.62  -2.66  -0.74
C  1.21  5.15  1.99
H  2.96  1.01  -1.70
H  -0.47  2.97  3.94
H  -1.13  3.34  -2.53
H  -3.25  2.88  -1.32
H  0.17  0.36  6.81
C  -2.80  0.31  5.20
P  -0.32  0.78  1.94
H  -5.17  -0.20  0.84
C  3.36  0.81  -0.72
C  -2.35  0.45  3.90
C  0.08  3.33  3.08
H  -2.25  0.18  7.27
H  -0.67  -6.38  -0.96
C  3.15  -0.81  -5.01
C  3.82  -0.30  1.98
C  3.70  -1.55  -3.97
H  -4.42  2.27  0.78
H  4.76  2.27  -1.08
C  1.34  -0.15  -3.58
C  -2.61  -2.18  -2.27
H  3.96  -3.39  1.17
H  -3.65  -0.82  1.52
C  -3.19  -0.63  -4.20
H  -3.58  0.81  -5.74
H  -0.93  -5.07  1.14
N  -2.76  -1.94  -0.84
H  -3.86  0.23  5.39
H  1.11  -2.99  -2.81
C  -3.40  1.91  0.59
C  1.88  -0.88  -2.53
H  0.08  2.09  -2.21
C  1.49  4.32  0.91
C  1.09  -1.69  2.06
H  -2.54  3.81  -0.01
Mn  -1.34  0.03  -0.26
C  0.69  -3.41  -1.91
H  -3.38  -2.83  -2.71
C  1.97  -0.11  -4.82
H  3.84  -0.84  2.92
H  -2.41  -2.74  -0.33
H  4.62  -2.09  -4.12
H  5.98  2.22  0.98
C  0.50  4.66  3.07
N  -3.36  0.57  -0.02
N  -1.86  0.11  -2.37
H  5.53  0.80  2.82
N  -1.36  2.18  -0.73
C  4.91  0.72  1.94
C  -0.33  -5.35  -0.91
C  -1.90  0.28  6.25
H  3.65  -0.78  -5.97
H  2.43  1.35  1.66
C  -2.67  2.80  -0.39
C  4.41  1.55  -0.35
H  1.92  -3.68  2.36
P  1.13  -0.83  -0.87
H  -1.65  -2.67  -2.42
C  3.75  -1.24  0.73
C  5.16  1.52  0.90
C  -1.77  1.32  -2.94
C  1.06  3.01  0.92
C  -0.47  -4.62  0.26
C  -4.14  -0.51  0.60
H  -0.64  2.63  -0.18
H  1.53  0.45  -5.63
C  -0.54  0.39  5.99
C  1.17  -0.35  2.01

Entry 4:
C18H13F3NO5S2 | ωB97M-V/def2-TZVPD

Summary:
Gap between HOMO and LUMO, eV: 5.5
Spin multiplicity: 1
LUMO energy, eV: 2.02
Total charge: -1
HOMO energy, eV: -3.4446

Element x y z (Å)
C  -1.83  -1.39  -0.31
C  -8.49  -2.89  -4.98
C  -8.85  -0.08  -4.59
H  -1.99  -0.94  2.36
H  -0.94  -2.45  4.07
S  -6.41  -0.11  -3.13
C  -0.75  -2.62  3.01
H  -0.13  -3.26  -0.80
C  -7.77  -0.77  -4.06
H  -10.64  -0.34  -5.76
F  -3.89  -3.58  0.30
F  -5.71  -3.45  -0.92
O  -5.48  0.48  -4.04
C  0.07  -3.67  2.59
C  -2.93  0.72  -1.27
C  -4.73  -2.73  -0.36
C  0.32  -3.90  1.22
H  -3.28  2.83  -1.31
O  -2.30  0.66  -2.34
H  -3.30  -0.10  0.79
C  -6.32  -2.54  -3.57
C  -0.27  -3.08  0.27
C  -7.58  -2.12  -4.25
H  -10.34  -2.80  -6.09
H  -3.66  2.09  0.26
C  -9.78  -0.84  -5.32
C  -3.70  1.94  -0.83
C  -1.33  -1.77  2.07
H  -8.27  -3.96  -5.08
O  -5.69  -3.55  -3.79
O  -2.06  -2.21  -1.36
H  0.96  -4.71  0.89
C  -9.60  -2.24  -5.51
C  -1.07  -2.01  0.69
H  -8.92  1.00  -4.40
N  -6.02  -1.56  -2.63
H  0.53  -4.32  3.32
F  -5.28  -1.86  0.52
O  -6.82  0.71  -2.01
S  -3.67  -1.82  -1.63
H  -4.76  1.83  -1.14
C  -2.98  -0.43  -0.24

Entry 5:
O5S2 | ωB97M-V/def2-TZVPD

Summary:
ΔE to the lowest compared entry with this formula, charge and spin, kJ/mol: 343.7
Gap between HOMO and LUMO (alpha / beta), eV: 6.5 / 5.4
Spin multiplicity: 1
LUMO energy (alpha / beta), eV: 6.15 / 6.20
Total charge: -2
HOMO energy (alpha / beta), eV: -0.3742 / 0.7897

Element x y z (Å)
O  -2.13  -1.22  -0.22
O  2.17  1.67  -0.69
O  1.03  -0.52  1.40
S  0.85  -0.20  -0.03
O  -2.05  1.20  0.21
S  -1.53  0.08  -0.63
O  1.22  -1.33  -0.91

Entry 6:
C44H90F6N13O10S | ωB97M-V/def2-TZVPD

Summary:
ΔE to the lowest compared entry with this formula, charge and spin, kJ/mol: 0.0
Gap between HOMO and LUMO, eV: 4.4
Spin multiplicity: 1
LUMO energy, eV: -11.07
Total charge: +7
HOMO energy, eV: -15.4482

Element x y z (Å)
O  -24.64  7.32  14.06
F  -20.38  15.31  14.87
C  -25.02  9.66  14.67
H  -24.52  21.10  24.42
H  -25.56  11.88  24.13
C  -28.94  18.56  12.16
H  -19.41  13.54  16.17
H  -21.15  6.06  25.09
H  -11.99  9.17  14.89
H  -27.12  21.04  10.78
C  -26.76  18.45  11.49
H  -24.55  10.44  14.08
H  -15.54  16.93  10.70
C  -13.90  14.33  22.34
N  -16.49  16.76  21.37
H  -14.74  16.20  20.22
H  -20.96  13.20  19.65
C  -29.47  16.17  12.61
F  -16.18  3.74  20.17
C  -15.32  16.09  21.12
H  -16.25  16.10  12.06
H  -22.78  10.67  30.39
H  -27.82  12.05  26.02
O  -18.15  5.72  21.24
H  -22.97  20.43  24.02
N  -27.08  10.27  24.16
C  -16.08  15.35  23.00
C  -26.35  11.49  23.47
H  -15.66  9.73  14.64
H  -30.81  15.65  14.24
H  -15.89  12.46  6.59
H  -22.79  9.00  30.00
C  -21.54  13.68  8.58
H  -20.82  5.35  26.66
C  -21.51  8.02  27.71
C  -21.04  14.70  15.89
H  -29.95  18.91  12.30
F  -22.35  14.83  15.52
O  -20.85  12.60  17.37
N  -28.54  17.28  12.27
C  -27.53  11.12  26.51
N  -15.95  13.82  8.29
S  -16.87  6.23  20.80
N  -14.40  8.72  15.94
N  -27.86  19.30  11.77
H  -27.98  21.24  12.29
H  -23.21  13.37  7.31
H  -26.74  9.35  23.93
H  -20.47  10.19  29.22
H  -20.55  14.04  8.31
H  -14.87  8.55  16.82
H  -13.13  14.59  21.61
H  -25.89  9.45  14.05
C  -13.23  7.72  15.64
H  -22.32  9.33  14.88
C  -21.45  10.32  28.75
H  -16.28  8.07  15.23
H  -21.53  12.53  3.87
H  -26.98  11.25  27.44
H  -29.77  17.07  14.66
H  -20.66  8.40  24.63
H  -14.48  12.73  20.91
O  -20.73  11.90  6.38
H  -23.61  9.95  28.87
C  -20.54  12.21  19.50
H  -28.80  15.44  13.06
H  -25.34  9.81  15.70
C  -14.47  12.90  21.99
H  -17.05  14.66  5.91
H  -15.48  15.37  6.00
H  -21.38  11.52  19.41
C  -20.44  13.20  16.11
H  -17.07  18.64  20.75
H  -25.52  17.39  21.06
H  -23.91  21.36  22.79
H  -15.44  12.62  22.40
C  -26.73  10.17  25.69
H  -28.09  10.22  24.11
H  -13.51  14.36  23.35
F  -14.52  5.13  20.30
F  -15.36  4.53  22.10
H  -16.86  12.04  8.98
H  -23.33  8.69  17.24
C  -23.95  20.64  23.61
H  -25.84  18.73  11.00
C  -21.63  12.66  6.12
O  -20.45  12.24  15.12
H  -18.30  17.24  20.61
C  -19.80  12.18  18.17
H  -11.13  7.65  15.44
C  -23.96  18.89  21.65
F  -20.96  15.43  17.04
H  -16.99  17.41  19.46
H  -16.80  13.44  11.45
N  -14.99  15.30  22.19
N  -21.33  9.41  27.66
C  -17.28  17.60  20.50
C  -11.89  8.40  15.65
H  -22.13  7.86  14.61
H  -19.97  11.78  20.33
H  -31.13  17.22  13.62
H  -23.11  12.58  4.65
H  -14.54  13.38  6.98
H  -19.39  11.20  17.93
H  -15.16  8.36  13.85
C  -22.73  8.10  16.55
C  -15.54  15.99  11.25
H  -21.50  11.34  28.38
N  -15.78  14.90  10.29
H  -21.35  12.77  9.14
C  -16.93  16.32  22.58
H  -22.15  14.02  4.48
H  -22.45  5.97  26.24
N  -22.82  8.46  15.04
C  -27.99  20.69  11.35
H  -22.96  7.04  16.66
H  -11.72  8.96  16.57
H  -28.46  10.66  26.85
H  -20.57  10.75  26.17
H  -18.93  12.82  18.30
H  -13.87  12.05  22.31
O  -25.96  9.30  26.05
H  -15.80  14.04  4.82
N  -22.23  13.57  7.18
C  -27.20  17.20  11.83
H  -21.70  8.18  16.90
C  -22.75  9.99  29.54
H  -24.08  17.41  20.13
H  -25.95  10.95  22.62
H  -16.35  14.58  23.71
C  -15.64  4.72  20.87
C  -21.38  6.13  26.15
H  -23.86  16.74  21.66
C  -15.62  13.46  6.93
O  -13.33  6.50  15.56
N  -21.18  7.45  26.51
H  -24.88  18.53  23.63
H  -30.14  15.78  11.85
H  -14.01  9.65  15.95
C  -30.31  16.55  13.86
C  -15.49  14.93  8.95
C  -22.08  12.95  4.70
H  -14.60  15.86  11.79
O  -23.29  19.62  20.99
O  -16.46  7.19  21.87
H  -22.13  14.39  9.16
H  -26.66  16.30  11.58
O  -16.77  6.84  19.47
C  -16.55  13.03  9.29
C  -20.82  8.55  25.68
H  -25.54  19.71  22.79
C  -15.99  14.43  5.82
H  -22.20  14.48  6.75
H  -21.89  7.50  28.59
C  -24.19  8.35  14.43
C  -20.75  9.73  26.46
H  -27.17  12.15  23.20
C  -16.51  13.74  10.45
C  -15.46  8.68  14.85
C  -24.44  17.51  21.15
N  -24.64  19.34  23.06
H  -28.88  20.93  10.78
H  -14.99  15.71  8.40
H  -17.95  16.51  22.91

Entry 7:
C3H2N2O3 | ωB97M-V/def2-TZVPD

Summary:
SMILES: O=C1OC=N/C1=N/O
ΔE to the lowest compared entry with this formula, charge and spin, kJ/mol: 344.7
Gap between HOMO and LUMO, eV: 8.9
Spin multiplicity: 1
LUMO energy, eV: -0.88
HOMO energy, eV: -9.7731

Element x y z (Å)
H  3.17  -0.18  0.31
H  -2.81  -0.98  0.08
N  1.49  -0.98  0.08
N  -0.74  -1.49  -0.01
O  -1.70  0.60  -0.02
O  2.33  0.14  -0.12
C  0.27  -0.58  0.00
C  -1.80  -0.70  -0.02
C  -0.34  0.81  0.00
O  0.06  1.92  0.04

Entry 8:
C13H29BiClIN2OP2 | ωB97M-V/def2-TZVPD

Summary:
ΔE to the lowest compared entry with this formula, charge and spin, kJ/mol: 0.0
Gap between HOMO and LUMO, eV: 6.9
Spin multiplicity: 1
LUMO energy, eV: -7.40
Total charge: +2
HOMO energy, eV: -14.3068

Element x y z (Å)
P  2.73  0.15  -0.75
H  -0.88  0.59  -5.52
H  4.44  -1.53  -0.38
H  -3.23  1.39  -3.09
H  -3.22  -0.37  -3.41
H  0.91  0.59  -5.46
H  4.58  0.13  -2.30
H  2.79  -2.25  -0.42
H  -3.34  -1.71  0.50
C  1.18  -0.42  3.98
O  -0.07  1.59  -2.67
H  -3.32  -2.25  -1.19
H  -3.80  2.34  -0.58
H  2.08  0.21  2.18
H  -3.39  1.49  0.93
H  -2.66  -0.36  1.92
C  -3.66  -1.46  -0.51
H  -4.89  1.06  0.05
H  3.10  -0.54  -3.06
C  3.68  1.46  0.12
C  -0.17  -0.55  4.27
C  -0.87  -0.22  3.10
H  3.27  1.23  -2.85
C  -3.57  0.41  -2.73
H  2.38  0.04  5.68
H  -0.61  -0.83  5.21
C  2.35  -0.67  4.83
H  3.55  2.41  -0.42
N  1.23  -0.02  2.69
C  -2.34  -0.21  2.96
C  -3.84  1.37  -0.07
C  3.49  0.25  -2.40
H  -4.75  -1.38  -0.55
H  3.30  -0.57  4.28
H  -2.78  -1.01  3.57
P  -2.92  0.13  -1.04
H  -2.76  0.74  3.34
H  -4.67  0.40  -2.70
H  2.29  -1.68  5.27
C  -0.05  0.77  -3.59
H  4.75  1.21  0.15
N  0.01  0.11  2.13
C  3.40  -1.41  -0.05
H  3.35  -1.41  1.04
I  -0.10  -1.49  -3.13
H  3.33  1.62  1.15
Cl  -0.17  -2.49  0.26
H  0.01  2.13  -5.23
Bi  -0.12  -0.09  -0.51
C  0.00  1.05  -5.04

Look up the spin multiplicity of the seventh one.
1